Here is a structure of composition C52H74N4O2S2SeV in a non-equilibrium geometry from the OMol25 dataset. Energies are from the ωB97M-V functional and the def2-TZVPD basis.

Values from the calculation:
Energy: -177886.0153 eV
Spin multiplicity: 2
Maximum force: 2.05 eV Å⁻¹
HOMO level (spin up / spin down): -5.73 / -5.61 eV
Charge: 0
LUMO energy (spin up / spin down): -0.972 / -0.970 eV

Positions of all 136 atoms, in Å:
V (0.879, -0.487, -0.190)
C (-1.296, 3.884, -6.278)
C (-1.432, 4.268, -4.797)
C (-2.879, 4.696, -4.503)
C (-0.515, 5.462, -4.527)
C (-1.081, 3.071, -3.914)
C (-0.089, 3.102, -2.949)
C (0.141, 1.978, -2.178)
Se (1.425, 1.861, -0.721)
C (0.208, 2.560, 0.596)
C (-0.031, 3.907, 0.767)
C (-0.909, 4.316, 1.761)
C (-1.500, 3.320, 2.537)
C (-1.282, 1.954, 2.390)
C (-0.380, 1.555, 1.378)
O (-0.043, 0.301, 1.130)
C (-2.008, 1.003, 3.356)
C (-1.871, -0.490, 3.033)
C (-1.444, 1.236, 4.768)
C (-3.512, 1.322, 3.347)
C (-1.229, 5.782, 2.040)
C (-0.545, 6.715, 1.036)
C (-0.743, 6.147, 3.450)
C (-2.744, 6.013, 1.936)
C (-0.593, 0.796, -2.316)
O (-0.294, -0.230, -1.532)
C (-1.630, 0.753, -3.280)
C (-1.821, 1.891, -4.048)
C (-2.508, -0.491, -3.449)
C (-3.611, -0.264, -4.486)
C (-3.198, -0.832, -2.115)
C (-1.645, -1.674, -3.913)
H (-1.512, 4.747, -6.912)
H (-1.986, 3.085, -6.552)
H (-0.281, 3.545, -6.492)
H (-3.143, 5.584, -5.081)
H (-2.991, 4.926, -3.441)
H (-3.585, 3.905, -4.754)
H (-0.789, 6.290, -5.182)
H (0.529, 5.207, -4.723)
H (-0.610, 5.805, -3.494)
H (0.499, 3.993, -2.770)
H (0.465, 4.613, 0.114)
H (-2.184, 3.631, 3.318)
H (-0.840, -0.827, 3.110)
H (-2.236, -0.716, 2.031)
H (-2.464, -1.059, 3.752)
H (-0.381, 0.986, 4.793)
H (-1.963, 0.600, 5.489)
H (-1.561, 2.277, 5.076)
H (-3.916, 1.221, 2.338)
H (-3.725, 2.333, 3.696)
H (-4.038, 0.625, 4.002)
H (0.542, 6.628, 1.083)
H (-0.809, 7.749, 1.262)
H (-0.876, 6.499, 0.018)
H (0.331, 5.969, 3.539)
H (-1.248, 5.552, 4.212)
H (-0.936, 7.202, 3.656)
H (-3.092, 5.762, 0.932)
H (-2.977, 7.062, 2.130)
H (-3.299, 5.405, 2.650)
H (-2.601, 1.873, -4.796)
H (-4.242, 0.583, -4.210)
H (-4.243, -1.152, -4.539)
H (-3.193, -0.089, -5.480)
H (-3.799, 0.014, -1.773)
H (-2.473, -1.073, -1.343)
H (-3.860, -1.692, -2.243)
H (-1.221, -1.471, -4.900)
H (-2.252, -2.581, -3.979)
H (-0.827, -1.856, -3.221)
S (1.423, -2.492, -1.527)
C (0.861, -3.587, -0.328)
N (0.099, -4.686, -0.682)
C (-0.309, -5.593, 0.367)
C (0.834, -5.727, 1.363)
N (1.101, -4.421, 1.922)
C (1.368, -4.278, 3.340)
C (0.177, -3.928, 4.211)
C (0.308, -2.934, 5.175)
C (-0.728, -2.656, 6.054)
C (-1.920, -3.357, 5.969)
C (-2.074, -4.327, 4.988)
C (-1.030, -4.614, 4.121)
C (1.221, -3.383, 1.016)
S (1.899, -1.879, 1.498)
C (-0.115, -5.114, -2.057)
C (0.664, -6.371, -2.370)
C (2.053, -6.357, -2.262)
C (2.788, -7.510, -2.483)
C (2.143, -8.694, -2.819)
C (0.763, -8.715, -2.936)
C (0.027, -7.559, -2.708)
H (-0.558, -6.560, -0.070)
H (-1.190, -5.201, 0.890)
H (1.716, -6.107, 0.829)
H (0.589, -6.428, 2.159)
H (2.128, -3.509, 3.470)
H (1.793, -5.225, 3.685)
H (1.234, -2.374, 5.239)
H (-0.602, -1.884, 6.804)
H (-2.727, -3.150, 6.660)
H (-3.004, -4.875, 4.904)
H (-1.163, -5.389, 3.376)
H (0.204, -4.298, -2.702)
H (-1.185, -5.285, -2.212)
H (2.552, -5.431, -1.998)
H (3.867, -7.484, -2.395)
H (2.719, -9.595, -2.986)
H (0.256, -9.634, -3.202)
H (-1.054, -7.582, -2.794)
C (4.021, 0.226, -2.341)
N (4.022, -0.068, -0.912)
C (4.652, -1.362, -0.692)
C (4.767, 0.979, -0.196)
C (4.535, 1.065, 1.317)
N (3.403, 1.917, 1.686)
C (3.762, 3.326, 1.585)
C (2.964, 1.635, 3.051)
H (5.042, 0.268, -2.750)
H (3.538, 1.187, -2.526)
H (3.464, -0.549, -2.869)
H (5.698, -1.360, -1.040)
H (4.102, -2.131, -1.230)
H (4.637, -1.621, 0.365)
H (4.493, 1.942, -0.631)
H (5.844, 0.833, -0.374)
H (5.452, 1.462, 1.784)
H (4.369, 0.067, 1.722)
H (4.710, 3.543, 2.102)
H (2.975, 3.932, 2.031)
H (3.863, 3.622, 0.538)
H (3.771, 1.797, 3.784)
H (2.625, 0.607, 3.130)
H (2.129, 2.291, 3.304)